No. 1
DFT (ωB97M-V/def2-TZVPD) results for a cluster of 2 separate species, C2HIN2O2 in total at a distorted geometry.

Each line ends with the natural charge from an NBO analysis.
Positions of all 8 atoms, in Å:
I1 -1.4870 -0.6038 -2.4900  0.3032
O1 -1.0171 0.4605 2.7015  -0.3686
O2 1.9162 1.3828 -0.8477  -0.3696
N1 0.9001 0.8740 -1.2413  0.1449
N2 -0.6651 -0.1394 1.7662  0.2344
C1 0.0182 0.0748 -1.2462  -0.0986
C2 -0.1723 -0.6705 0.8700  -0.1024
H1 0.5071 -1.3785 0.4875  0.2566

Results
LUMO = -1.22 eV
HOMO level = -9.102 eV
strongest force on any atom = 2.8 eV/Å

No. 2
DFT (ωB97M-V/def2-TZVPD) results for the ion C4H13N2 with charge +1 at a distorted geometry.

Each line ends with the natural charge from an NBO analysis.
Positions of all 19 atoms, in Å:
N1 -0.1943 0.1561 1.4150  -0.6627
N2 -0.2994 -0.5112 -1.0931  -0.5229
C1 0.9427 0.3122 -0.7967  -0.2262
C2 0.8811 0.7866 0.6908  -0.2603
C3 0.0310 -1.7677 -1.8860  -0.3992
C4 -1.2768 1.0337 1.9354  -0.4115
H1 -0.9933 1.7177 2.7399  0.2019
H2 -0.9307 -2.1888 -2.1535  0.2376
H3 0.6511 -2.3674 -1.2317  0.2298
H4 0.1880 -0.3445 2.2102  0.3900
H5 0.8420 1.8753 0.6521  0.2146
H6 -1.4870 1.6981 1.0948  0.1941
H7 -0.6552 -0.7957 -0.1629  0.4625
H8 1.7946 -0.3280 -1.0197  0.2193
H9 1.8625 0.5938 1.1091  0.2304
H10 0.9191 1.0953 -1.5485  0.2230
H11 -1.9893 0.3384 2.3466  0.2234
H12 -0.9201 0.1306 -1.5773  0.4290
H13 0.6342 -1.4345 -2.7244  0.2273

Results
LUMO = -3.06 eV
HOMO level = -13.792 eV
strongest force on any atom = 1.6 eV/Å
total charge = +1

No. 3
DFT (ωB97M-V/def2-TZVPD) results for a cluster of 2 separate species, CHClN2O in total at a distorted geometry.

Each line ends with the natural charge from an NBO analysis.
Positions of all 6 atoms, in Å:
Cl1 -2.0922 2.9702 0.4739  0.0186
O1 -1.4794 0.5003 0.5276  -0.5516
N1 0.9475 0.1008 -0.5000  -0.2559
N2 0.9852 1.2135 -0.6696  0.0527
C1 -1.1629 1.5885 0.2599  0.3650
H1 0.2674 -0.3221 0.0677  0.3710

Results
LUMO (spin up / spin down) = 0.15 / -0.57 eV
HOMO level (spin up / spin down) = -8.690 / -8.416 eV
strongest force on any atom = 3.7 eV/Å